The following is a DFT calculation (ωB97M-V/def2-TZVPD) of a 2-piece molecular cluster, CH4INO2S overall.

The value obtained for the total energy is -25621.4096 eV.

Structure (ORCA input):
```
! wB97M-V def2-TZVPD RIJCOSX def2/J DEFGRID3
* xyz 0 1
C 1.61 0.87 -0.58
N 1.02 0.15 0.26
O 0.31 -2.41 -0.17
O -1.39 -1.07 0.96
S -0.56 -1.26 -0.22
I -3.51 1.25 -0.10
H 2.58 1.35 -0.41
H -2.65 0.13 0.63
H 1.14 1.02 -1.54
H 1.44 -0.03 1.16
*
```